[1]
Formula: C6H12
Source: the Open Molecules 2025 dataset
Level of theory: the ωB97M-V functional and the def2-TZVPD basis

```
18
C6H12 (the ωB97M-V functional and the def2-TZVPD basis)
C -1.107 0.948 0.005
C -1.108 -1.240 -1.540
C 0.047 -0.809 1.629
C 1.483 0.979 -0.627
C -0.367 0.593 1.262
C 0.304 1.424 0.195
H -1.513 -0.117 -1.040
H 1.479 -0.090 -0.762
H 2.413 1.248 -0.144
H -1.244 -2.029 -0.803
H 0.341 2.494 0.399
H -0.096 -1.191 -1.934
H -0.808 -1.402 1.961
H 0.498 -1.316 0.785
H 1.485 1.445 -1.611
H 0.770 -0.798 2.438
H -1.848 -1.290 -2.339
H -0.731 1.150 2.127
```

Calculated values
Energy above the lowest of the compared OMol25 structures with the same formula, charge and spin, kcal per mole: 127.0
HOMO, Eh: -0.2960



[2]
Formula: C6H12
Source: the Open Molecules 2025 dataset
Level of theory: the ωB97M-V functional and the def2-TZVPD basis

```
18
C6H12 (the ωB97M-V functional and the def2-TZVPD basis)
C 0.821 -0.425 -0.691
C -1.627 0.526 0.567
C 0.205 -1.310 0.381
C -1.323 -0.958 0.695
C 1.948 0.525 -0.526
C 0.709 1.287 -0.738
H 0.690 -0.847 -1.696
H 2.305 0.592 0.498
H 0.426 1.635 -1.727
H 0.793 -1.267 1.310
H 0.183 -2.372 0.077
H 0.519 2.111 -0.017
H -1.497 -1.344 1.705
H -2.466 0.787 -0.084
H -1.950 -1.538 0.006
H 2.698 0.611 -1.290
H -1.675 1.071 1.516
H -0.758 0.917 0.013
```

Calculated values
Energy above the lowest of the compared OMol25 structures with the same formula, charge and spin, kcal per mole: 68.5
SMILES string: CCCC1CC1
HOMO, Eh: -0.3185



[3]
Formula: C6H12
Source: the Open Molecules 2025 dataset
Level of theory: the ωB97M-V functional and the def2-TZVPD basis

```
18
C6H12 (the ωB97M-V functional and the def2-TZVPD basis)
C -2.041 0.948 1.333
C 0.639 -1.707 -0.405
C 1.550 0.898 -1.441
C -0.013 -0.564 0.162
C 0.885 0.630 -0.151
C -1.554 -0.236 0.625
H -1.817 1.176 2.445
H -2.560 1.658 0.702
H -0.081 -2.371 -1.011
H 1.108 -2.529 0.263
H -1.523 -0.445 1.579
H 0.748 0.545 -2.143
H 0.370 1.615 0.305
H 0.487 -1.060 0.871
H 1.783 0.451 0.376
H -2.012 -0.950 -0.094
H 2.144 0.035 -1.679
H 1.888 1.907 -1.736
```

Calculated values
Energy above the lowest of the compared OMol25 structures with the same formula, charge and spin, kcal per mole: 268.2
HOMO, Eh: -0.2528



[4]
Formula: C6H12
Source: the Open Molecules 2025 dataset
Level of theory: the ωB97M-V functional and the def2-TZVPD basis

```
18
C6H12 (the ωB97M-V functional and the def2-TZVPD basis)
C 0.893 0.177 -0.240
C 0.033 -0.969 -0.843
C -0.121 1.259 0.207
C -1.428 -0.490 -0.797
C -1.458 0.517 0.357
C 1.755 -0.313 0.927
H 1.562 0.586 -1.005
H 2.348 -1.191 0.643
H 2.450 0.465 1.266
H 0.164 -1.875 -0.236
H 1.127 -0.599 1.782
H -2.129 -1.319 -0.659
H -2.324 1.186 0.310
H -0.218 2.034 -0.567
H -1.497 -0.014 1.320
H 0.337 -1.227 -1.863
H -1.694 0.018 -1.734
H 0.202 1.753 1.132
```

Calculated values
Energy above the lowest of the compared OMol25 structures with the same formula, charge and spin, kcal per mole: 2.6
SMILES string: CC1CCCC1
HOMO, Eh: -0.4039



[5]
Formula: C6H12
Source: the Open Molecules 2025 dataset
Level of theory: the ωB97M-V functional and the def2-TZVPD basis

```
18
C6H12 (the ωB97M-V functional and the def2-TZVPD basis)
C -1.882 -0.135 -0.337
C 1.856 -0.260 -0.450
C 2.077 -1.253 0.649
C -1.697 -0.792 0.809
C 1.635 1.037 -0.290
C -2.035 1.347 -0.483
H 1.780 -2.244 0.320
H 3.133 -1.298 0.920
H -2.157 1.829 0.483
H 1.999 -0.543 -1.490
H -1.125 1.775 -0.922
H 1.552 1.680 -1.155
H -2.847 1.572 -1.170
H -2.033 -1.806 0.990
H -1.242 -0.293 1.660
H 1.513 -0.979 1.533
H -1.936 -0.740 -1.247
H 1.821 1.595 0.626
```

Calculated values
Energy above the lowest of the compared OMol25 structures with the same formula, charge and spin, kcal per mole: 56.5
SMILES string: C=CC.C=CC
HOMO, Eh: -0.3300



[6]
Formula: C6H12
Source: the Open Molecules 2025 dataset
Level of theory: the ωB97M-V functional and the def2-TZVPD basis

```
18
C6H12 (the ωB97M-V functional and the def2-TZVPD basis)
C -1.356 -1.466 -0.195
C 1.567 1.045 0.148
C 0.759 -0.190 0.285
C -1.353 1.003 0.451
C -0.627 -0.128 -0.297
C 2.029 -0.260 -0.498
H -0.524 0.143 -1.359
H -1.410 0.761 1.520
H -2.362 1.161 0.067
H 2.813 -0.918 -0.126
H 0.826 -0.671 1.262
H -0.819 1.959 0.379
H -1.279 -1.867 0.823
H -2.418 -1.357 -0.434
H 1.971 -0.248 -1.584
H 1.937 1.540 1.043
H 1.169 1.748 -0.584
H -0.926 -2.208 -0.877
```

Calculated values
Energy above the lowest of the compared OMol25 structures with the same formula, charge and spin, kcal per mole: 27.8
SMILES string: CC(C)C1CC1
HOMO, Eh: -0.3713



[7]
Formula: C6H12
Source: the Open Molecules 2025 dataset
Level of theory: the ωB97M-V functional and the def2-TZVPD basis

```
18
C6H12 (the ωB97M-V functional and the def2-TZVPD basis)
C -0.566 -1.123 -0.409
C 0.431 -0.020 -0.379
C 0.623 1.355 1.792
C 1.723 -0.464 -0.938
C 0.033 1.093 0.394
C -1.944 -0.670 -0.919
H -0.024 2.094 -0.189
H 1.225 0.518 2.178
H -0.773 -1.247 0.696
H -0.272 1.477 2.468
H -0.353 -2.186 -0.830
H -1.779 -0.310 -1.963
H -2.159 0.316 -0.329
H 1.578 -1.193 -1.690
H 2.570 0.244 -1.031
H -2.803 -1.517 -0.878
H 1.145 2.324 1.734
H 1.344 -0.690 0.295
```

Calculated values
Energy above the lowest of the compared OMol25 structures with the same formula, charge and spin, kcal per mole: 165.4
HOMO, Eh: -0.2205



[8]
Formula: C6H12
Source: the Open Molecules 2025 dataset
Level of theory: the ωB97M-V functional and the def2-TZVPD basis

```
18
C6H12 (the ωB97M-V functional and the def2-TZVPD basis)
C 0.681 0.838 2.077
C -1.284 0.222 -0.343
C 0.830 0.215 -1.916
C -0.341 -0.557 -1.316
C -0.113 -1.500 -0.141
C -0.925 -0.831 0.674
H 0.574 0.077 1.254
H 1.685 1.217 1.957
H 1.406 0.741 -1.146
H -1.317 -0.985 1.682
H 0.591 0.330 3.038
H 0.476 -2.410 -0.030
H 0.027 1.733 2.172
H -2.346 0.159 -0.581
H -1.014 1.275 -0.174
H 0.470 0.962 -2.635
H -0.912 -1.033 -2.122
H 1.513 -0.456 -2.449
```

Calculated values
Energy above the lowest of the compared OMol25 structures with the same formula, charge and spin, kcal per mole: 62.8
SMILES string: C[C@H]1C=CC1.C
HOMO, Eh: -0.3314



| no. | HOMO-LUMO gap (eV) | LUMO level (eV) | largest force on an atom (eV Å⁻¹) |
| --- | --- | --- | --- |
| 1 | 7.9974 | -0.06 | 2.39 |
| 2 | 9.8838 | 1.22 | 1.75 |
| 3 | 5.1835 | -1.70 | 7.00 |
| 4 | 12.2014 | 1.21 | 0.22 |
| 5 | 10.2087 | 1.23 | 1.45 |
| 6 | 11.3665 | 1.26 | 0.66 |
| 7 | 6.1109 | 0.11 | 3.85 |
| 8 | 10.1652 | 1.15 | 2.23 |